10
Properties=species:S:1:pos:R:3:nbo_charge:R:1 method="wB97M-V/def2-TZVPD" orbital_gap_ev=10.57 homo_ev=-9.875 de_lowest_ev=0.000 smiles="N=P(N)(N)F" lumo_energy_ev=0.7
N -1.124 0.630 1.431 -1.28
N -0.967 -1.107 -0.511 -1.18
N 1.103 0.532 -0.210 -1.20
F -1.069 1.324 -1.243 -0.61
P -0.468 0.333 0.075 2.26
H -0.779 1.452 1.791 0.36
H -1.935 -1.179 -0.615 0.41
H -0.586 -1.757 0.231 0.39
H 1.613 0.460 0.692 0.42
H 1.474 0.077 -1.009 0.42



10
Properties=species:S:1:pos:R:3:nbo_charge:R:1 method="wB97M-V/def2-TZVPD" orbital_gap_ev="8.39 / 8.28" homo_ev="-8.844 / -8.902" de_lowest_ev=4.262 lumo_energy_ev="-0.5 / -0.6"
N -0.691 2.118 1.313 -0.44
N -0.090 -0.392 -1.487 -1.20
N -0.002 -1.017 0.950 -1.20
F 2.063 -0.237 -0.073 -0.58
P 0.518 0.216 -0.022 1.56
H -1.021 2.454 0.456 0.23
H 0.330 -1.274 -1.711 0.41
H -0.343 0.367 -2.135 0.41
H 0.221 -0.999 1.905 0.40
H -0.985 -1.237 0.805 0.40



10
Properties=species:S:1:pos:R:3:nbo_charge:R:1 method="wB97M-V/def2-TZVPD" orbital_gap_ev=8.33 homo_ev=-9.326 de_lowest_ev=1.995 smiles="F[Si]([SiH3])=S.S" lumo_energy_ev=-1.0
F -1.201 2.278 -0.791 -0.66
Si -2.249 -0.386 0.101 0.31
Si -0.475 1.043 -0.073 1.28
S 1.354 1.296 0.539 -0.65
S 4.368 -0.276 -0.476 -0.30
H -1.808 -1.420 0.995 -0.11
H -3.511 0.357 0.674 -0.08
H -2.718 -0.481 -1.321 -0.08
H 4.746 0.484 0.554 0.14
H 3.077 -0.173 -0.240 0.15



20
Properties=species:S:1:pos:R:3:nbo_charge:R:1 method="wB97M-V/def2-TZVPD" orbital_gap_ev=8.84 homo_ev=-9.276 smiles="N=[PH2]N(P(=N)(O)O)S(=O)(=O)F.O" lumo_energy_ev=-0.4
N 1.653 -2.562 0.368 -1.27
P 1.250 -1.502 -0.699 1.42
N 1.013 0.065 0.095 -1.27
P -0.519 0.875 -0.243 2.31
N -1.265 0.998 1.080 -1.31
O -0.245 2.359 -0.790 -0.94
O -1.432 0.082 -1.326 -0.95
S 2.338 1.080 -0.099 2.55
O 2.457 1.574 -1.415 -0.93
O 2.289 2.030 0.910 -0.88
F 3.572 0.181 0.168 -0.45
H 2.573 -2.940 0.162 0.38
H 0.065 -1.922 -1.316 -0.02
H 2.295 -1.417 -1.648 -0.03
H -2.174 0.544 1.021 0.41
H -0.166 2.337 -1.764 0.50
H -1.101 0.194 -2.238 0.49
O -3.816 -0.736 2.535 -0.94
H -4.236 -0.177 3.198 0.47
H -4.550 -1.063 2.002 0.47



5
Properties=species:S:1:pos:R:3:nbo_charge:R:1 method="wB97M-V/def2-TZVPD" orbital_gap_ev="9.89 / 9.83" homo_ev="-12.431 / -11.579" de_lowest_ev=4.111 lumo_energy_ev="-2.5 / -1.7"
N -3.204 0.654 -0.334 0.07
N -2.162 0.290 -0.115 0.19
O 0.104 0.639 0.233 -0.45
F -1.745 -1.028 0.509 -0.22
H 0.258 0.884 -0.664 0.41



7
Properties=species:S:1:pos:R:3:nbo_charge:R:1 method="wB97M-V/def2-TZVPD" orbital_gap_ev="7.83 / 7.76" homo_ev="-10.634 / -10.408" de_lowest_ev=4.996 lumo_energy_ev="-2.8 / -2.7"
N -0.446 0.612 -0.594 0.14
N -0.770 -0.706 -0.132 0.58
O -1.874 -0.912 0.241 -0.32
O 0.148 -1.451 -0.208 -0.35
F -1.199 1.483 0.117 -0.19
S 1.821 1.097 0.059 0.00
H 2.319 -0.123 0.518 0.14



7
Properties=species:S:1:pos:R:3:nbo_charge:R:1 method="wB97M-V/def2-TZVPD" orbital_gap_ev="5.57 / 5.57" homo_ev="1.485 / 1.485" de_lowest_ev=1.166 lumo_energy_ev="7.1 / 7.1" total_charge=-2
N -0.970 -1.132 1.356 -0.72
O 0.742 2.067 -0.242 -1.17
O 0.249 0.395 -2.069 -1.14
O 2.343 0.159 -0.383 -1.14
F -2.254 -2.024 1.192 -0.49
P 1.029 0.724 -0.840 2.42
H -1.139 -0.189 0.987 0.24



4
Properties=species:S:1:pos:R:3:nbo_charge:R:1 method="wB97M-V/def2-TZVPD" orbital_gap_ev=11.40 homo_ev=-11.744 de_lowest_ev=1.641 smiles=N#P.F lumo_energy_ev=-0.3
N 0.207 1.941 0.160 -0.89
F -0.660 -1.697 0.475 -0.57
P 1.259 1.001 -0.123 0.89
H -0.807 -1.245 -0.512 0.57



4
Properties=species:S:1:pos:R:3:nbo_charge:R:1 method="wB97M-V/def2-TZVPD" orbital_gap_ev="6.22 / 6.22" homo_ev="-9.612 / -9.611" de_lowest_ev=3.915 lumo_energy_ev="-3.4 / -3.4"
F -0.875 -1.158 -0.284 -0.65
P 0.529 1.330 0.275 0.53
I 2.231 1.604 -1.382 0.06
I 1.679 0.792 2.299 0.06



3
Properties=species:S:1:pos:R:3:nbo_charge:R:1 method="wB97M-V/def2-TZVPD" orbital_gap_ev=7.28 homo_ev=-9.746 de_lowest_ev=0.000 lumo_energy_ev=-2.5
Zn 12.295 25.623 -1.586 1.41
I 11.563 27.816 -0.444 -0.56
F 12.672 24.403 -0.186 -0.85



5
Properties=species:S:1:pos:R:3:nbo_charge:R:1 method="wB97M-V/def2-TZVPD" orbital_gap_ev=13.51 homo_ev=-25.306 de_lowest_ev=0.000 lumo_energy_ev=-11.8 total_charge=+3
Li -0.978 2.104 -0.613 1.00
Li -0.346 -0.899 1.822 0.99
K 2.431 0.963 -0.209 1.00
K -0.992 -2.341 -1.110 1.00
F -0.114 0.174 0.110 -0.99



2
Properties=species:S:1:pos:R:3:nbo_charge:R:1 method="wB97M-V/def2-TZVPD" orbital_gap_ev=8.32 homo_ev=-9.424 de_lowest_ev=0.853 lumo_energy_ev=-1.1
Li -0.633 0.806 -0.066 0.97
F 0.633 -0.806 0.066 -0.97